Version P
# C16H46N2O6

6 unconnected molecules or ions with the total composition C16H46N2O6 (the ωB97M-V functional and the def2-TZVPD basis, the OMol25 dataset).

Values from the calculation:
* SMILES string: COC[C@H](C)N.COC[C@H](C)N.CC(C)O.CC(C)O.CO.CO
* HOMO level: -9.3 eV
* multiplicity: 1

Last column: Löwdin charge in e.
Cartesian coordinates (Å):
C -5.254 -4.212 -0.183  -0.054
C -5.603 -2.802 -0.554  -0.476
C -6.017 -1.966 0.642  -0.063
O -4.572 -2.089 -1.308  -0.056
H -5.130 -4.782 -1.074  0.068
H -6.118 -4.589 0.366  0.084
H -4.339 -4.353 0.458  0.074
H -6.445 -2.786 -1.298  0.145
H -6.106 -0.900 0.463  0.079
H -5.199 -2.131 1.365  0.070
H -6.935 -2.336 1.100  0.077
H -3.856 -2.074 -0.704  0.015
C 4.133 -1.911 -1.378  -0.054
C 4.434 -0.925 -0.188  -0.423
C 4.552 0.458 -0.745  -0.101
O 3.312 -0.972 0.775  -0.066
H 4.131 -2.956 -0.972  0.087
H 4.782 -1.785 -2.290  0.091
H 3.180 -1.644 -1.745  0.040
H 5.238 -1.340 0.418  0.133
H 3.655 0.710 -1.288  0.060
H 5.416 0.505 -1.485  0.104
H 4.890 1.195 0.020  0.088
H 2.500 -0.681 0.434  0.022
C 0.042 0.596 -1.688  -0.135
O 1.177 1.119 -1.041  -0.145
H -0.877 1.027 -1.205  0.083
H 0.009 0.959 -2.761  0.097
H -0.053 -0.515 -1.559  0.071
H 1.026 1.982 -0.681  0.025
C -1.993 5.066 -0.268  -0.173
O -1.663 3.951 0.517  -0.130
H -2.328 4.713 -1.284  0.089
H -2.871 5.565 0.203  0.087
H -1.143 5.765 -0.341  0.079
H -0.801 3.701 0.194  0.030
C -0.581 -3.425 -0.943  -0.051
C -0.468 -3.548 0.570  -0.480
C -1.792 -3.590 1.323  -0.149
O -2.733 -2.472 1.132  -0.247
C -2.200 -1.180 1.448  -0.090
N 0.284 -4.696 0.953  0.027
H -1.272 -2.594 -1.179  0.070
H -0.921 -4.270 -1.473  0.061
H 0.402 -3.159 -1.391  0.081
H 0.172 -2.700 0.947  0.141
H -1.612 -3.594 2.450  0.150
H -2.350 -4.486 1.012  0.113
H -1.898 -0.587 0.544  0.083
H -1.255 -1.286 1.992  0.081
H -2.926 -0.544 1.964  0.090
H -0.310 -5.513 0.791  0.082
H 1.177 -4.797 0.490  0.079
C 4.193 4.190 -0.936  -0.057
C 2.786 4.221 -0.454  -0.414
C 2.508 3.073 0.544  -0.273
O 1.223 3.120 0.944  -0.225
C 0.921 2.559 2.214  -0.036
N 2.498 5.514 0.198  0.043
H 4.535 3.133 -1.275  0.100
H 4.921 4.540 -0.261  0.066
H 4.158 4.740 -1.847  0.070
H 2.122 4.017 -1.273  0.132
H 3.159 3.211 1.348  0.117
H 2.745 2.110 0.053  0.091
H 1.197 1.495 2.314  0.103
H -0.120 2.551 2.274  0.065
H 1.473 3.149 2.947  0.103
H 3.168 5.778 0.979  0.105
H 1.623 5.474 0.689  0.047

=====

Version Q
# C16H46N2O6

6 unconnected molecules or ions with the total composition C16H46N2O6 (the ωB97M-V functional and the def2-TZVPD basis, the OMol25 dataset).

Values from the calculation:
* SMILES string: COC[C@H](C)N.COC[C@H](C)N.CCO.CCO.CCO.CCO
* HOMO level: -9.2 eV
* multiplicity: 1

Last column: Löwdin charge in e.
Cartesian coordinates (Å):
C -3.444 -4.289 -1.266  -0.069
C -3.863 -2.982 -1.884  -0.439
C -5.002 -2.196 -1.164  -0.151
O -4.986 -0.878 -1.803  -0.222
C -6.097 -0.087 -1.454  -0.120
N -2.680 -2.108 -2.058  0.039
H -2.563 -4.658 -1.791  0.083
H -4.227 -5.044 -1.194  0.075
H -3.269 -4.045 -0.218  0.072
H -4.194 -3.119 -2.913  0.130
H -4.749 -2.195 -0.104  0.118
H -5.998 -2.634 -1.230  0.120
H -6.011 0.961 -1.743  0.085
H -6.443 -0.076 -0.421  0.084
H -6.904 -0.540 -2.029  0.084
H -3.143 -1.217 -2.168  0.045
H -2.174 -1.914 -1.206  0.065
C 6.567 0.419 0.441  -0.055
C 6.386 1.773 -0.259  -0.438
C 5.791 2.945 0.569  -0.178
O 4.341 2.950 0.640  -0.200
C 3.855 3.978 1.473  -0.132
N 7.665 2.161 -0.784  0.022
H 7.444 0.269 1.070  0.077
H 6.557 -0.395 -0.285  0.074
H 5.639 0.202 0.970  0.074
H 5.715 1.683 -1.114  0.136
H 6.024 3.918 0.136  0.112
H 6.211 2.920 1.575  0.121
H 4.121 3.720 2.498  0.084
H 2.771 4.090 1.480  0.083
H 4.241 4.960 1.197  0.083
H 8.289 2.201 0.009  0.068
H 7.680 3.100 -1.154  0.069
C 2.862 1.563 -5.581  -0.071
C 3.950 1.198 -6.637  -0.329
O 3.604 1.673 -7.912  -0.088
H 1.868 1.269 -5.918  0.069
H 2.918 2.619 -5.319  0.068
H 3.110 1.053 -4.650  0.063
H 4.166 0.144 -6.811  0.102
H 4.958 1.506 -6.358  0.106
H 2.877 1.127 -8.219  0.080
C -0.690 -0.803 3.066  -0.097
C 0.473 -0.077 2.502  -0.366
O 0.802 -0.597 1.250  -0.062
H -1.519 -0.727 2.363  0.072
H -1.051 -0.473 4.040  0.077
H -0.579 -1.883 3.159  0.075
H 1.365 -0.109 3.129  0.108
H 0.215 0.981 2.459  0.109
H 1.180 0.136 0.759  0.084
C -3.636 3.996 0.702  -0.102
C -4.432 5.258 0.463  -0.334
O -3.427 6.109 0.043  -0.092
H -4.360 3.214 0.934  0.066
H -2.903 4.015 1.508  0.076
H -2.981 3.771 -0.139  0.073
H -4.853 5.565 1.421  0.112
H -5.211 5.292 -0.298  0.114
H -3.317 6.034 -0.908  0.089
C -3.080 -5.859 5.130  -0.084
C -1.726 -6.609 5.350  -0.299
O -0.631 -5.702 5.506  -0.089
H -3.124 -5.406 4.139  0.062
H -3.304 -4.999 5.762  0.066
H -3.902 -6.566 5.247  0.066
H -1.572 -7.249 4.482  0.104
H -1.802 -7.221 6.249  0.099
H 0.204 -6.114 5.271  0.076

=====

Computed energies relative to the best structure, in hartree: version P 0.0000; version Q 0.0296